Entry 1:
Molecular formula: C40H70N10
Method: DFT, ωB97M-V with the def2-TZVPD basis set

- Energy above the lowest of the compared OMol25 structures with the same formula, charge and spin: 19.5 kcal per mole
- SMILES: CCCC#N.CCCC#N.CCCC#N.CCCC#N.CCCC#N.CCCC#N.CCCC#N.CCCC#N.CCCC#N.CCCC#N

Each line ends with the Löwdin charge.
Element x y z (Å)
C (0.143, 0.131, -5.737)  -0.09
C (-1.314, 0.083, -5.269)  -0.26
C (-1.964, 1.477, -5.181)  -0.18
C (-1.277, 2.427, -4.300)  -0.23
N (-0.731, 3.146, -3.592)  0.16
H (0.739, 0.846, -5.168)  0.07
H (0.209, 0.465, -6.774)  0.08
H (0.579, -0.859, -5.611)  0.04
H (-1.369, -0.380, -4.282)  0.08
H (-1.973, -0.466, -5.941)  0.10
H (-2.963, 1.359, -4.753)  0.11
H (-2.053, 1.883, -6.188)  0.12
C (-7.757, 0.428, -0.764)  -0.10
C (-6.660, 0.079, 0.233)  -0.27
C (-5.493, 1.077, 0.319)  -0.19
C (-4.745, 1.355, -0.913)  -0.22
N (-4.163, 1.641, -1.859)  0.16
H (-8.517, 1.003, -0.229)  0.07
H (-8.242, -0.486, -1.100)  0.07
H (-7.391, 1.023, -1.599)  0.07
H (-6.176, -0.872, -0.009)  0.09
H (-7.055, -0.033, 1.241)  0.11
H (-4.787, 0.776, 1.094)  0.10
H (-5.900, 2.027, 0.686)  0.12
C (0.489, 1.724, 0.678)  -0.10
C (0.486, 1.022, -0.686)  -0.25
C (-0.920, 0.775, -1.244)  -0.21
C (-1.713, -0.097, -0.372)  -0.21
N (-2.330, -0.752, 0.337)  0.19
H (0.058, 1.093, 1.459)  0.06
H (0.006, 2.698, 0.657)  0.08
H (1.543, 1.789, 0.953)  0.04
H (0.965, 0.047, -0.579)  0.09
H (1.026, 1.570, -1.460)  0.10
H (-0.859, 0.384, -2.256)  0.07
H (-1.494, 1.704, -1.293)  0.09
C (-1.030, -4.925, -6.191)  -0.11
C (-1.021, -3.808, -5.175)  -0.26
C (0.336, -3.614, -4.504)  -0.19
C (0.377, -2.751, -3.328)  -0.20
N (0.419, -2.083, -2.396)  0.20
H (-0.284, -4.749, -6.970)  0.08
H (-2.009, -4.930, -6.673)  0.08
H (-0.878, -5.923, -5.781)  0.08
H (-1.838, -3.944, -4.460)  0.12
H (-1.305, -2.863, -5.649)  0.09
H (1.039, -3.191, -5.228)  0.11
H (0.748, -4.591, -4.237)  0.13
C (3.556, 3.429, -0.227)  -0.11
C (4.493, 3.543, 0.961)  -0.25
C (5.151, 4.942, 1.068)  -0.19
C (4.198, 6.048, 1.063)  -0.24
N (3.451, 6.919, 1.073)  0.15
H (2.577, 3.850, 0.003)  0.07
H (3.394, 2.374, -0.470)  0.06
H (3.904, 3.873, -1.160)  0.08
H (5.329, 2.841, 0.956)  0.10
H (3.972, 3.344, 1.901)  0.09
H (5.839, 5.082, 0.233)  0.12
H (5.748, 4.964, 1.981)  0.12
C (0.461, 3.226, 4.054)  -0.09
C (1.453, 4.365, 4.315)  -0.25
C (2.033, 4.337, 5.716)  -0.20
C (1.017, 4.456, 6.776)  -0.23
N (0.227, 4.518, 7.606)  0.15
H (-0.328, 3.227, 4.806)  0.08
H (0.938, 2.248, 4.171)  0.04
H (0.064, 3.281, 3.044)  0.06
H (0.903, 5.306, 4.228)  0.12
H (2.261, 4.362, 3.583)  0.09
H (2.722, 5.170, 5.873)  0.12
H (2.618, 3.420, 5.832)  0.10
C (3.193, 0.076, 2.999)  -0.10
C (3.519, 0.928, 4.224)  -0.25
C (4.996, 0.810, 4.677)  -0.18
C (5.916, 0.783, 3.559)  -0.25
N (6.637, 0.745, 2.670)  0.16
H (3.443, -0.973, 3.180)  0.09
H (3.760, 0.398, 2.126)  0.07
H (2.120, 0.098, 2.808)  0.05
H (2.900, 0.588, 5.053)  0.11
H (3.316, 1.970, 3.974)  0.08
H (5.124, -0.100, 5.272)  0.12
H (5.299, 1.588, 5.381)  0.12
C (-0.960, 0.052, 4.578)  -0.11
C (-1.258, -1.436, 4.745)  -0.25
C (-1.081, -2.216, 3.445)  -0.19
C (-1.644, -3.558, 3.520)  -0.24
N (-2.145, -4.583, 3.562)  0.16
H (-1.627, 0.436, 3.802)  0.08
H (0.083, 0.251, 4.327)  0.04
H (-1.171, 0.611, 5.490)  0.08
H (-2.297, -1.548, 5.069)  0.11
H (-0.728, -1.857, 5.604)  0.11
H (-0.046, -2.278, 3.106)  0.12
H (-1.671, -1.708, 2.672)  0.08
C (-5.756, -5.293, 0.533)  -0.11
C (-4.236, -5.199, 0.486)  -0.26
C (-3.663, -3.788, 0.559)  -0.21
C (-4.314, -2.864, 1.491)  -0.28
N (-4.821, -2.124, 2.205)  0.16
H (-6.160, -4.853, 1.446)  0.07
H (-6.061, -6.337, 0.480)  0.07
H (-6.236, -4.746, -0.284)  0.07
H (-3.873, -5.612, -0.459)  0.10
H (-3.848, -5.869, 1.254)  0.10
H (-3.779, -3.251, -0.389)  0.11
H (-2.597, -3.819, 0.782)  0.10
C (4.917, -1.464, -4.707)  -0.09
C (3.606, -1.533, -3.925)  -0.27
C (3.684, -1.044, -2.494)  -0.20
C (4.685, -1.740, -1.687)  -0.24
N (5.479, -2.306, -1.083)  0.15
H (5.342, -0.463, -4.639)  0.08
H (4.761, -1.759, -5.742)  0.07
H (5.619, -2.154, -4.235)  0.07
H (3.187, -2.545, -3.906)  0.10
H (2.806, -1.009, -4.460)  0.09
H (2.735, -1.171, -1.965)  0.08
H (3.911, 0.023, -2.399)  0.12

---

Entry 2:
Molecular formula: C40H76BN5O15
Method: DFT, ωB97M-V with the def2-TZVPD basis set

- Charge: -2

Each line ends with the Löwdin charge.
Element x y z (Å)
N (-10.499, 9.266, -1.952)  -0.61
O (-10.903, 8.285, -2.602)  -0.06
O (-9.900, 9.087, -0.865)  -0.09
O (-10.760, 10.405, -2.394)  -0.07
O (-16.768, 7.890, -9.172)  0.13
C (-16.595, 7.307, -8.141)  -0.40
O (-15.506, 6.658, -7.761)  0.23
B (-15.667, 6.294, -6.341)  -0.88
O (-17.114, 6.362, -6.078)  0.23
C (-17.639, 7.161, -6.987)  -0.40
O (-18.741, 7.617, -7.003)  0.13
O (-15.116, 4.916, -6.138)  0.21
C (-14.067, 4.961, -5.325)  -0.39
O (-13.365, 4.033, -5.050)  0.13
C (-13.871, 6.430, -4.894)  -0.37
O (-14.882, 7.119, -5.422)  0.22
O (-13.018, 6.861, -4.185)  0.16
C (-16.418, 11.936, -3.413)  -0.03
C (-14.956, 11.683, -2.938)  -0.51
C (-14.754, 12.430, -1.631)  -0.15
C (-14.995, 11.711, -0.313)  -0.18
C (-14.527, 10.265, -0.391)  -0.14
C (-14.994, 9.466, -1.607)  -0.50
N (-14.701, 10.276, -2.763)  -0.09
O (-14.802, 9.556, -3.984)  0.02
C (-14.214, 8.168, -1.586)  -0.03
C (-16.514, 9.143, -1.483)  -0.01
C (-13.981, 12.260, -3.964)  -0.02
H (-16.621, 12.940, -3.782)  0.08
H (-17.030, 11.816, -2.506)  0.07
H (-16.856, 11.176, -4.064)  0.07
H (-13.793, 12.954, -1.611)  0.08
H (-15.376, 13.338, -1.541)  0.12
H (-16.052, 11.763, -0.021)  0.10
H (-14.509, 12.260, 0.499)  0.11
H (-14.914, 9.830, 0.543)  0.12
H (-13.440, 10.196, -0.303)  0.12
H (-14.463, 7.514, -0.749)  0.08
H (-14.534, 7.567, -2.452)  0.07
H (-13.148, 8.224, -1.830)  0.08
H (-16.925, 9.177, -2.495)  0.07
H (-16.811, 8.204, -1.019)  0.07
H (-17.008, 9.952, -0.930)  0.06
H (-14.028, 11.840, -4.963)  0.08
H (-12.962, 12.167, -3.574)  0.08
H (-14.150, 13.346, -3.974)  0.08
H (-15.685, 9.813, -4.284)  0.07
C (-7.305, 6.181, -5.789)  -0.04
C (-8.332, 6.835, -4.836)  -0.48
C (-7.834, 6.722, -3.391)  -0.14
C (-6.770, 7.740, -3.015)  -0.17
C (-7.160, 9.149, -3.428)  -0.15
C (-7.592, 9.280, -4.866)  -0.51
N (-8.576, 8.255, -5.195)  -0.07
O (-9.065, 8.475, -6.506)  -0.01
C (-8.314, 10.642, -4.959)  -0.04
C (-6.371, 9.445, -5.805)  -0.04
C (-9.647, 6.063, -4.985)  -0.02
H (-6.310, 6.594, -5.587)  0.05
H (-7.565, 6.319, -6.840)  0.08
H (-7.146, 5.118, -5.591)  0.08
H (-8.667, 6.669, -2.685)  0.10
H (-7.357, 5.742, -3.236)  0.12
H (-5.914, 7.405, -3.621)  0.10
H (-6.516, 7.765, -1.956)  0.11
H (-6.255, 9.735, -3.209)  0.12
H (-7.831, 9.520, -2.646)  0.12
H (-9.195, 10.623, -4.313)  0.07
H (-7.684, 11.495, -4.692)  0.08
H (-8.656, 10.846, -5.976)  0.07
H (-5.687, 10.162, -5.341)  0.08
H (-5.745, 8.546, -5.801)  0.06
H (-6.659, 9.807, -6.788)  0.07
H (-10.165, 6.370, -5.898)  0.08
H (-10.325, 6.268, -4.159)  0.07
H (-9.448, 5.005, -5.173)  0.08
H (-8.396, 8.053, -7.065)  0.07
C (-9.732, 15.753, -2.694)  -0.03
C (-10.545, 15.972, -1.411)  -0.53
C (-11.617, 14.908, -1.244)  -0.14
C (-11.062, 13.536, -0.818)  -0.16
C (-10.264, 13.676, 0.469)  -0.14
C (-9.222, 14.781, 0.469)  -0.51
N (-9.686, 15.962, -0.235)  -0.12
O (-8.721, 16.986, -0.229)  -0.02
C (-8.909, 15.128, 1.929)  -0.03
C (-7.947, 14.245, -0.213)  -0.03
C (-11.233, 17.341, -1.508)  -0.04
H (-8.978, 16.539, -2.752)  0.08
H (-10.420, 15.873, -3.549)  0.09
H (-9.304, 14.793, -2.987)  0.08
H (-12.422, 15.239, -0.584)  0.12
H (-12.064, 14.667, -2.215)  0.11
H (-10.454, 13.094, -1.609)  0.11
H (-11.961, 12.930, -0.725)  0.09
H (-9.800, 12.722, 0.745)  0.13
H (-11.028, 13.713, 1.260)  0.12
H (-9.771, 15.018, 2.581)  0.07
H (-8.125, 14.447, 2.287)  0.08
H (-8.384, 16.076, 2.075)  0.07
H (-7.573, 13.392, 0.363)  0.08
H (-8.158, 13.836, -1.200)  0.08
H (-7.140, 14.977, -0.237)  0.08
H (-10.501, 18.071, -1.884)  0.07
H (-11.544, 17.719, -0.536)  0.08
H (-11.988, 17.289, -2.290)  0.09
H (-9.201, 17.731, 0.146)  0.09
C (-11.203, 6.909, 1.325)  -0.04
C (-11.059, 5.454, 0.880)  -0.50
C (-10.370, 5.590, -0.494)  -0.13
C (-9.971, 4.202, -1.050)  -0.16
C (-9.063, 3.570, -0.018)  -0.16
C (-9.610, 3.449, 1.398)  -0.52
N (-10.224, 4.709, 1.806)  -0.11
O (-10.733, 4.706, 3.116)  -0.02
C (-10.525, 2.231, 1.531)  -0.03
C (-8.396, 3.257, 2.313)  -0.05
C (-12.471, 4.860, 0.643)  -0.02
H (-11.735, 7.479, 0.570)  0.08
H (-11.764, 7.044, 2.261)  0.08
H (-10.208, 7.272, 1.576)  0.09
H (-11.117, 5.953, -1.200)  0.12
H (-9.485, 6.223, -0.485)  0.11
H (-10.929, 3.700, -1.219)  0.10
H (-9.488, 4.177, -2.028)  0.10
H (-8.087, 4.075, -0.106)  0.12
H (-8.629, 2.580, -0.253)  0.12
H (-10.016, 1.286, 1.343)  0.08
H (-11.476, 2.296, 1.002)  0.07
H (-10.815, 2.126, 2.589)  0.08
H (-8.618, 3.198, 3.383)  0.07
H (-7.747, 4.128, 2.210)  0.09
H (-7.801, 2.358, 2.113)  0.08
H (-13.104, 5.674, 0.289)  0.07
H (-12.574, 4.031, -0.054)  0.07
H (-12.869, 4.527, 1.611)  0.07
H (-11.507, 4.118, 3.098)  0.08

---

Entry 3:
Molecular formula: C40H79AlF3O3
Method: DFT, ωB97M-V with the def2-TZVPD basis set

- Energy above the lowest of the compared OMol25 structures with the same formula, charge and spin: 171.6 kcal per mole
- Charge: -1

Each line ends with the Löwdin charge.
Element x y z (Å)
C (-2.275, -3.069, 7.129)  -0.08
C (-2.800, -3.957, 5.886)  -0.50
C (-3.246, -5.388, 6.547)  -0.11
C (-4.177, -3.369, 5.230)  -0.07
C (-1.676, -4.316, 4.796)  -0.13
C (-0.751, -3.092, 4.308)  -0.44
C (0.568, -3.053, 5.246)  -0.09
C (-1.493, -1.673, 4.192)  -0.07
C (-0.281, -3.472, 2.793)  -0.14
C (1.167, -3.838, 2.390)  -0.01
C (1.447, -4.160, 0.874)  0.02
C (0.331, -4.104, -0.224)  -0.20
O (0.734, -4.417, -1.555)  -0.14
C (0.438, -3.342, -2.489)  -0.15
C (1.781, -2.625, -3.083)  -0.17
O (1.655, -1.201, -2.875)  -0.21
C (1.280, -0.502, -4.091)  -0.31
C (2.539, 0.296, -4.735)  -0.27
Al (2.693, 2.248, -4.063)  0.27
C (2.195, 3.617, -5.555)  -0.26
C (0.757, 4.273, -5.140)  -0.31
O (-0.261, 3.520, -5.876)  -0.19
C (-1.583, 3.805, -5.357)  -0.09
C (-2.111, 5.245, -5.908)  -0.37
F (-3.530, 5.221, -6.004)  0.04
F (-1.624, 5.375, -7.253)  0.05
F (-1.666, 6.334, -5.118)  0.05
C (-1.140, -3.757, 0.199)  0.01
C (-1.424, -3.446, 1.714)  -0.02
H (-2.970, -3.314, 8.025)  0.09
H (-1.220, -3.325, 7.476)  0.08
H (-2.446, -1.960, 6.905)  0.07
H (-4.256, -5.209, 7.062)  0.07
H (-2.520, -5.707, 7.391)  0.09
H (-3.311, -6.203, 5.728)  0.09
H (-4.057, -3.535, 4.088)  0.08
H (-4.299, -2.242, 5.423)  0.08
H (-5.101, -3.969, 5.536)  0.07
H (-2.164, -4.904, 3.929)  0.12
H (-0.964, -5.076, 5.308)  0.12
H (0.963, -4.113, 5.439)  0.09
H (0.385, -2.538, 6.248)  0.07
H (1.438, -2.488, 4.732)  0.09
H (-2.548, -1.716, 3.760)  0.07
H (-0.864, -1.039, 3.454)  0.10
H (-1.445, -1.088, 5.189)  0.08
H (2.010, -3.886, 3.149)  0.08
H (2.517, -4.414, 0.530)  0.10
H (-0.268, -2.542, -2.089)  0.13
H (-0.061, -3.845, -3.407)  0.13
H (1.908, -2.822, -4.212)  0.12
H (2.725, -3.078, -2.588)  0.13
H (0.727, -1.149, -4.860)  0.11
H (0.522, 0.315, -3.769)  0.10
H (3.475, -0.304, -4.421)  0.04
H (2.505, 0.360, -5.877)  0.04
H (4.172, 2.587, -3.507)  -0.12
H (1.697, 2.569, -2.854)  -0.08
H (2.987, 4.433, -5.684)  0.03
H (2.002, 3.088, -6.562)  0.05
H (0.749, 5.397, -5.368)  0.11
H (0.597, 4.148, -4.000)  0.07
H (-1.548, 3.820, -4.208)  0.14
H (-2.294, 3.001, -5.763)  0.15
H (-1.976, -3.715, -0.593)  0.10
H (-2.503, -3.190, 2.024)  0.09
C (-2.414, -9.239, 7.780)  -0.11
C (-3.762, -9.212, 7.072)  -0.27
C (-4.893, -8.669, 7.946)  -0.23
C (-5.197, -9.486, 9.205)  -0.23
C (-5.558, -10.952, 8.960)  -0.27
C (-6.826, -11.131, 8.136)  -0.12
H (-2.427, -9.900, 8.650)  0.07
H (-1.638, -9.603, 7.101)  0.07
H (-2.128, -8.237, 8.112)  0.06
H (-4.005, -10.215, 6.708)  0.10
H (-3.674, -8.577, 6.184)  0.09
H (-5.799, -8.588, 7.336)  0.10
H (-4.645, -7.645, 8.251)  0.10
H (-6.024, -9.002, 9.739)  0.11
H (-4.339, -9.444, 9.884)  0.10
H (-5.704, -11.439, 9.930)  0.10
H (-4.728, -11.476, 8.476)  0.10
H (-7.679, -10.655, 8.626)  0.07
H (-7.053, -12.194, 8.020)  0.07
H (-6.721, -10.705, 7.135)  0.07
C (10.521, 1.696, -3.124)  -0.12
C (9.248, 2.333, -2.584)  -0.28
C (7.980, 1.836, -3.279)  -0.23
C (7.892, 2.143, -4.777)  -0.23
C (7.990, 3.624, -5.146)  -0.28
C (6.858, 4.463, -4.569)  -0.12
H (10.677, 1.936, -4.179)  0.06
H (11.391, 2.062, -2.570)  0.06
H (10.487, 0.608, -3.019)  0.07
H (9.323, 3.422, -2.656)  0.10
H (9.171, 2.102, -1.515)  0.10
H (7.109, 2.262, -2.769)  0.10
H (7.904, 0.751, -3.145)  0.11
H (6.944, 1.746, -5.155)  0.11
H (8.679, 1.596, -5.308)  0.10
H (7.965, 3.711, -6.237)  0.10
H (8.953, 4.037, -4.828)  0.09
H (5.888, 4.095, -4.913)  0.05
H (6.958, 5.504, -4.891)  0.07
H (6.863, 4.452, -3.477)  0.07
C (-3.282, 9.184, -6.044)  -0.11
C (-2.998, 10.660, -6.289)  -0.27
C (-1.585, 11.079, -5.882)  -0.23
C (-1.259, 10.921, -4.394)  -0.23
C (-2.185, 11.677, -3.440)  -0.27
C (-2.141, 13.188, -3.628)  -0.12
H (-3.217, 8.930, -4.984)  0.07
H (-4.291, 8.934, -6.383)  0.07
H (-2.576, 8.556, -6.594)  0.07
H (-3.744, 11.269, -5.768)  0.10
H (-3.127, 10.866, -7.357)  0.10
H (-1.428, 12.121, -6.182)  0.10
H (-0.861, 10.490, -6.458)  0.11
H (-0.229, 11.258, -4.229)  0.11
H (-1.272, 9.859, -4.129)  0.10
H (-1.884, 11.447, -2.412)  0.10
H (-3.215, 11.323, -3.544)  0.10
H (-1.127, 13.569, -3.482)  0.07
H (-2.795, 13.677, -2.901)  0.07
H (-2.479, 13.480, -4.625)  0.06

---

The calculation returns the following largest force on an atom values, one per record and in order: 1.33 2.41 4.65 eV/A.
The calculation returns the following HOMO-LUMO gap values, one per record and in order: 0.4142 0.2411 0.2472 Eh.